No. 1
The following is a quantum chemistry calculation of a molecular structure, C5H12N2 in a non-equilibrium geometry, from the OMol25 dataset.

As for the lowest unoccupied orbital energy: 0.4 eV. Its gap between HOMO and LUMO is 7.92 eV. For the energy above the lowest of the compared OMol25 structures with the same formula, charge and spin, the calculation gives 240.8 kcal per mole.

```
19
C5H12N2 (wB97M-V/def2-TZVPD)
C -3.04088 -0.98243 -0.32446
C -2.77848 0.43934 -0.08695
C 0.75251 -0.05427 -0.19815
C 3.20251 -0.45224 0.60259
C 2.17236 0.53368 -0.16709
N 3.11462 -0.81837 -0.74826
N -1.83932 1.14365 0.61503
H -3.01923 -1.61904 0.62233
H -2.03107 -0.32635 -0.68878
H -3.66228 -1.16101 -1.18927
H -3.47389 1.02410 -0.58306
H 0.55273 -0.59309 0.80518
H 0.80077 -0.89785 -0.87497
H 4.12012 0.07142 0.82552
H 2.78508 -1.15521 1.33462
H 1.94174 1.49107 0.45504
H 2.65089 0.96603 -1.05127
H -2.25504 1.75795 1.19250
H 0.00684 0.63263 -0.54054
```

=====

No. 2
The following is a quantum chemistry calculation of C5H12N2 in the gas phase in a non-equilibrium geometry, from the OMol25 dataset.

As for the SMILES: C=C(C)CN(C)N. As for the lowest unoccupied orbital energy: 1.0 eV. Its gap between HOMO and LUMO is 8.57 eV. For the energy above the lowest of the compared OMol25 structures with the same formula, charge and spin, the calculation gives 125.2 kcal per mole.

```
19
C5H12N2 (wB97M-V/def2-TZVPD)
C -0.82477 0.08522 0.56775
C 0.24190 -1.12641 -1.89578
C 0.10291 0.43283 2.64600
N -0.68446 -0.36028 -1.09147
N -1.59820 0.40593 -1.89222
C 0.55425 0.23282 0.87727
C 1.80254 0.53484 0.59359
H -1.09699 1.05367 -2.50470
H -2.17235 -0.20006 -2.48285
H -1.38060 1.02074 0.53890
H -1.32990 -0.77630 1.00163
H -0.29090 -1.74899 -2.63291
H 0.82083 -1.80506 -1.26198
H 0.92836 -0.47572 -2.46013
H 0.45231 1.43784 2.88683
H -0.92574 0.35502 2.99909
H 0.69624 -0.33837 3.13820
H 2.50768 0.77347 1.38501
H 2.19687 0.49883 -0.41223
```